No. 1
C36H31ClMgN4O4PS as an isolated structure in a non-equilibrium geometry, computed with ωB97M-V/def2-TZVPD.

- Lowest unoccupied orbital energy: 2.54 eV
- E: -3310.4651 Ha
- ΔE to the lowest compared entry with this formula, charge and spin: 23.5 kJ/mol
- Net charge: -1
- HOMO level: -4.2 eV
- Strongest force on any atom: 1.113 eV Å⁻¹

Atoms and positions in Å:
Mg: -0.25217 0.43606 0.11067
C: -0.58808 2.28218 3.98725
C: -0.12103 1.73025 2.68212
N: -0.74783 1.88802 1.56860
N: -1.87267 2.66289 1.58800
C: -2.54302 2.64496 0.44634
N: -3.66081 3.44568 0.46483
S: -2.21173 1.77375 -0.99583
C: 1.12212 0.92183 2.62018
C: 1.96478 0.75142 3.71606
C: 3.09482 -0.03356 3.58117
C: 3.37262 -0.63494 2.36170
C: 2.50092 -0.40195 1.31537
N: 1.41165 0.36322 1.43846
H: -1.62265 2.59300 3.88619
H: -0.50813 1.52217 4.76734
H: 0.00769 3.15052 4.28313
H: -3.67379 4.15388 1.18270
H: -4.01774 3.70248 -0.43985
H: 1.72948 1.22839 4.65674
H: 3.76490 -0.17201 4.42081
H: 4.24397 -1.26287 2.22501
H: 2.66655 -0.82479 0.32692
O: -0.93268 -1.15234 2.65304
C: -0.99069 -1.24803 1.42206
C: -1.57983 -2.58449 0.94180
C: -2.06948 -3.50465 1.87590
C: -2.64087 -4.69385 1.47252
C: -2.74217 -4.98404 0.11062
C: -2.26268 -4.08370 -0.82090
C: -1.66573 -2.87944 -0.41842
P: -1.03220 -1.66133 -1.67053
C: -2.54362 -1.65667 -2.73902
C: -2.57062 -2.00476 -4.08617
C: -3.75396 -1.93522 -4.81672
C: -4.92581 -1.51119 -4.21035
C: -4.91095 -1.15932 -2.86438
C: -3.73312 -1.23069 -2.13737
C: 0.16565 -2.65170 -2.64338
C: 0.69114 -3.87864 -2.24058
C: 1.68902 -4.50037 -2.98521
C: 2.18415 -3.90087 -4.13583
C: 1.69657 -2.65871 -4.52528
C: 0.71045 -2.03420 -3.77636
H: -1.98603 -3.24151 2.92490
H: -3.01888 -5.39635 2.20732
H: -3.19646 -5.91247 -0.21722
H: -2.35428 -4.30318 -1.87797
H: -1.66810 -2.34929 -4.57609
H: -3.75636 -2.21549 -5.86411
H: -5.84614 -1.45496 -4.78058
H: -5.81882 -0.81555 -2.38055
H: -3.73085 -0.94745 -1.09313
H: 0.32471 -4.35719 -1.34232
H: 2.08106 -5.45870 -2.66097
H: 2.96316 -4.38701 -4.71247
H: 2.10374 -2.16519 -5.40122
H: 0.38192 -1.03412 -4.04666
C: 0.47052 5.76152 0.15670
C: -0.11296 5.35219 -1.17149
C: -1.39450 5.74744 -1.54022
C: -1.93446 5.33605 -2.74391
Cl: -3.57218 5.81092 -3.14672
C: -1.21244 4.54823 -3.62338
C: 0.07162 4.15786 -3.27058
C: 0.60645 4.54771 -2.05162
O: 1.87193 4.15189 -1.69920
C: 1.90196 2.90967 -1.00405
C: 1.64799 1.68593 -1.89967
O: 2.07398 1.71601 -3.05208
O: 0.98527 0.72695 -1.35335
H: 0.09199 6.73960 0.45950
H: 1.55828 5.79957 0.10290
H: 0.19610 5.04226 0.93531
H: -1.97964 6.36661 -0.87010
H: -1.65242 4.23258 -4.56037
H: 0.66897 3.51809 -3.91071
H: 1.20292 2.92520 -0.16375
H: 2.91660 2.81173 -0.62020

---

No. 2
C36H31CsF6NO6P2S2 as an isolated structure in a non-equilibrium geometry, computed with ωB97M-V/def2-TZVPD.

- Lowest unoccupied orbital energy: 2.15 eV
- E: -3995.1154 Ha
- ΔE to the lowest compared entry with this formula, charge and spin: 63.1 kJ/mol
- Net charge: -1
- HOMO level: -5.8 eV
- Strongest force on any atom: 3.070 eV Å⁻¹

Atoms and positions in Å:
Cs: -1.50589 -0.12183 -2.16174
F: 2.53144 2.79818 -4.13571
C: 1.27077 3.10847 -4.44383
F: 1.27746 3.61289 -5.67780
F: 0.89439 4.08952 -3.61839
S: 0.16395 1.60950 -4.26812
O: 0.36399 1.21831 -2.90658
O: -1.14237 2.03828 -4.63443
N: 0.87382 0.64552 -5.29894
S: 0.26332 -0.79845 -5.19806
O: -0.87842 -0.83474 -4.32771
O: 1.21704 -1.85000 -5.10013
C: -0.46823 -1.02900 -6.92015
F: 0.47992 -0.95313 -7.85824
F: -1.06370 -2.21962 -7.06188
F: -1.38336 -0.09989 -7.19902
C: 0.47558 0.19014 1.51810
C: 0.14057 -1.28325 1.33635
P: 0.52457 -2.01500 -0.34259
C: 2.17656 -1.25821 -0.61682
C: 2.45895 -0.71086 -1.86244
C: 3.63778 -0.01553 -2.07316
C: 4.55340 0.12455 -1.04341
C: 4.30378 -0.46163 0.18820
C: 3.12169 -1.14610 0.40040
C: 1.09981 -3.63181 0.32631
C: 0.24549 -4.31957 1.18684
C: 0.64830 -5.49399 1.79177
C: 1.90318 -6.01787 1.52658
C: 2.72882 -5.38146 0.61546
C: 2.32953 -4.20186 0.01130
C: -0.06457 1.05679 0.38934
P: -0.06891 2.87215 0.75564
C: -0.95765 2.91031 2.36288
C: -0.68422 3.91804 3.28720
C: -1.40545 4.01709 4.46343
C: -2.42410 3.11680 4.73008
C: -2.73227 2.13720 3.79995
C: -2.01577 2.03962 2.62008
C: 1.68806 2.96447 1.31584
C: 2.62314 3.24721 0.32412
C: 3.97356 3.28641 0.61924
C: 4.41007 3.04152 1.91063
C: 3.48772 2.76016 2.90372
C: 2.13712 2.72164 2.60961
H: 1.55805 0.32952 1.58927
H: 0.03859 0.50460 2.47189
H: -0.93633 -1.41619 1.43859
H: 0.63757 -1.86616 2.11862
H: 1.75609 -0.83038 -2.67338
H: 3.83072 0.42343 -3.04089
H: 5.46571 0.68514 -1.19718
H: 5.03009 -0.37630 0.98631
H: 2.93560 -1.61461 1.35836
H: -0.73739 -3.91319 1.37738
H: -0.01079 -6.00280 2.48037
H: 2.23326 -6.92072 2.02079
H: 3.69682 -5.80231 0.38284
H: 2.98388 -3.70826 -0.69417
H: -1.08261 0.76804 0.11924
H: 0.53903 0.93071 -0.51345
H: 0.11227 4.62307 3.08381
H: -1.18458 4.80906 5.16654
H: -2.99315 3.19452 5.64590
H: -3.54571 1.45014 3.99023
H: -2.29222 1.29468 1.88965
H: 2.27527 3.43469 -0.68395
H: 4.68999 3.51194 -0.15730
H: 5.46511 3.06867 2.14421
H: 3.82325 2.56438 3.91282
H: 1.42880 2.49783 3.39327
O: -2.49409 -1.49777 -0.22438
C: -3.37555 -0.61628 -0.19005
O: -3.23650 0.55674 -0.58591
C: -4.72240 -1.00725 0.36179
C: -4.82454 -1.74318 1.53188
C: -6.06747 -2.10776 2.01563
C: -7.21279 -1.74985 1.32360
C: -7.11076 -1.00907 0.15701
C: -5.86988 -0.62622 -0.31577
H: -3.91743 -2.03338 2.04151
H: -6.13877 -2.66941 2.93756
H: -8.18291 -2.05693 1.69203
H: -8.00275 -0.71776 -0.37880
H: -5.77038 -0.04235 -1.21975

---

No. 3
C36H31FN2OPdS2Te as an isolated structure in a non-equilibrium geometry, computed with ωB97M-V/def2-TZVPD.

- Lowest unoccupied orbital energy (alpha / beta): 2.37 / 1.56 eV
- E: -2867.3103 Ha
- 2S+1: 4
- Net charge: -1
- HOMO level (alpha / beta): -3.7 / -5.0 eV
- Strongest force on any atom: 1.210 eV Å⁻¹

Atoms and positions in Å:
Pd: -0.05923 2.00398 0.04126
S: 0.71123 2.63672 2.58591
C: 2.03082 3.08577 1.61938
N: 1.96695 3.13893 0.31328
C: 3.19786 3.37756 -0.28292
C: 3.43294 3.43367 -1.65668
C: 4.72798 3.63416 -2.10878
C: 5.78877 3.78226 -1.21142
C: 5.56428 3.73805 0.15775
C: 4.26446 3.54050 0.61181
S: 3.66373 3.38024 2.23938
H: 2.59694 3.29882 -2.33487
H: 4.92285 3.67018 -3.17491
H: 6.79577 3.92527 -1.58519
H: 6.38550 3.84252 0.85776
C: -0.15311 -6.35520 4.30524
C: -0.29642 -5.01824 3.61803
C: -1.44112 -4.69008 2.91001
C: -1.58569 -3.44754 2.29125
C: -2.89828 -3.14439 1.59195
C: -0.54700 -2.50474 2.35061
Te: -0.88646 -0.47511 1.39618
N: -1.83276 0.71234 -0.18897
C: -1.62500 0.57059 -1.49814
O: -0.60495 1.06072 -2.05760
C: -2.64847 -0.11065 -2.37542
C: -2.52369 -0.04621 -3.75742
C: -3.43036 -0.70604 -4.57991
C: -4.46767 -1.44275 -4.02306
C: -4.60199 -1.50439 -2.63983
C: -3.70101 -0.83407 -1.82243
C: 0.79437 -0.93736 0.15328
C: 1.97033 -0.22363 0.37637
C: 3.08540 -0.41111 -0.42859
C: 3.02347 -1.32448 -1.46921
C: 1.86730 -2.06698 -1.66718
C: 0.74281 -1.90112 -0.86319
C: -0.44586 -2.80014 -1.07760
C: 0.60666 -2.81294 3.09928
C: 1.75520 -1.84863 3.29726
C: 0.70854 -4.06347 3.71024
H: -0.98333 -7.01859 4.05703
H: -0.13145 -6.23440 5.39145
H: 0.77647 -6.84980 4.01365
H: -2.25239 -5.41274 2.84416
H: -3.57697 -3.99902 1.64758
H: -2.74818 -2.89723 0.53928
H: -3.39784 -2.28678 2.05333
H: -1.70310 0.52549 -4.17507
H: -3.32396 -0.65052 -5.65715
H: -5.17235 -1.96179 -4.66305
H: -5.41097 -2.07507 -2.19804
H: -3.80286 -0.85049 -0.74469
H: 2.03052 0.44374 1.22291
H: 3.99094 0.15741 -0.24512
H: 3.87812 -1.46514 -2.12236
H: 1.82930 -2.80029 -2.46810
H: -0.43694 -3.22927 -2.08117
H: -1.37918 -2.26249 -0.95361
H: -0.43256 -3.61748 -0.35017
H: 1.41007 -0.82248 3.43223
H: 2.42172 -1.86136 2.43668
H: 2.34228 -2.12678 4.17649
H: 1.60449 -4.29300 4.28525
F: -3.25828 7.31313 -1.16895
C: -2.58579 6.16187 -0.88417
C: -2.06753 5.98643 0.37931
C: -1.38001 4.80262 0.66047
C: -1.21676 3.81397 -0.30368
C: -1.75669 4.03587 -1.56541
C: -2.44565 5.21158 -1.86992
H: -2.19253 6.76251 1.12775
H: -0.97118 4.66525 1.65280
H: -1.64853 3.28295 -2.33789
H: -2.86399 5.38893 -2.85472

---

No. 4
C36H31FeN3OS2Se as an isolated structure in a non-equilibrium geometry, computed with ωB97M-V/def2-TZVPD.

- Lowest unoccupied orbital energy (alpha / beta): 2.29 / 1.97 eV
- E: -6091.5143 Ha
- 2S+1: 6
- ΔE to the lowest compared entry with this formula, charge and spin: 96.1 kJ/mol
- Net charge: -1
- HOMO level (alpha / beta): -4.2 / -4.5 eV
- Strongest force on any atom: 1.002 eV Å⁻¹

Atoms and positions in Å:
Fe: 2.07585 -0.44465 1.06871
C: -4.47395 2.25051 -0.85232
C: -3.79256 2.05784 0.50779
C: -3.75314 0.56256 0.82031
C: -4.61601 2.75530 1.59835
C: -2.39406 2.67020 0.46359
C: -2.25579 4.04833 0.20403
C: -1.02439 4.66519 0.14716
C: 0.11054 3.88484 0.35648
S: 1.78435 4.33438 0.34044
C: 2.20518 2.67280 0.66783
N: 1.20606 1.87083 0.80509
C: -0.00373 2.52325 0.62177
C: -1.25652 1.91751 0.67269
C: 3.59005 2.19468 0.78709
C: 4.65473 3.08646 0.69121
C: 5.94845 2.62702 0.86563
C: 6.15347 1.27928 1.13731
C: 5.07809 0.40146 1.20176
C: 3.75571 0.81977 1.01090
H: -5.47753 1.81900 -0.83438
H: -3.90030 1.75829 -1.64154
H: -4.56485 3.30686 -1.11177
H: -4.76917 0.16138 0.81327
H: -3.32178 0.36797 1.80542
H: -3.17225 0.00522 0.08445
H: -5.59719 2.28307 1.68675
H: -4.77157 3.81231 1.37412
H: -4.11319 2.68447 2.56404
H: -3.14217 4.64929 0.04265
H: -0.94474 5.72508 -0.05380
H: -1.30623 0.86004 0.87214
H: 4.48080 4.13914 0.49238
H: 6.78556 3.30979 0.79373
H: 7.16109 0.90832 1.28580
H: 5.27302 -0.64938 1.38644
O: -0.64953 -0.05697 4.29138
S: 0.57146 -0.81813 4.05396
N: 1.24706 -0.77591 2.76985
Se: 3.55204 -2.44071 0.30397
C: 2.80262 -4.05623 0.95165
C: 3.48649 -5.26099 0.78415
C: 2.92050 -6.43810 1.24096
N: 1.73933 -6.52223 1.85365
C: 1.09536 -5.36453 2.02098
C: 1.57024 -4.13482 1.60101
H: 4.45352 -5.27479 0.29781
H: 3.45294 -7.37495 1.10627
H: 0.13378 -5.42026 2.52088
H: 0.98703 -3.24512 1.77889
C: -1.27316 1.32740 -4.79897
C: -1.82616 0.42570 -3.89587
C: -1.08197 -0.04821 -2.82840
C: 0.24403 0.35757 -2.64176
C: 0.77962 1.27278 -3.54809
C: 0.03398 1.75333 -4.61561
C: 1.08344 -0.09555 -1.50538
C: 0.78906 -0.94212 -0.51974
C: -0.31097 -1.89141 -0.36335
C: -0.47212 -2.90274 -1.31979
C: -1.43552 -3.88559 -1.16819
C: -2.26809 -3.88811 -0.05568
C: -2.10981 -2.90122 0.90697
C: -1.13614 -1.92304 0.76270
H: -1.85804 1.69569 -5.63216
H: -2.84956 0.09248 -4.02375
H: -1.52884 -0.73792 -2.12719
H: 1.79828 1.61469 -3.40084
H: 0.47534 2.46367 -5.30410
H: 2.05847 0.39957 -1.48094
H: 0.19212 -2.91205 -2.17534
H: -1.53051 -4.66068 -1.91909
H: -3.01921 -4.65784 0.06640
H: -2.73604 -2.89828 1.79127
H: -0.99285 -1.19281 1.54592

---

No. 5
C36H31N8O2Zn as an isolated structure, computed with ωB97M-V/def2-TZVPD.

- Lowest unoccupied orbital energy: -3.85 eV
- E: -3758.1255 Ha
- Net charge: +1
- HOMO level: -9.7 eV
- Strongest force on any atom: 0.188 eV Å⁻¹

Atoms and positions in Å:
Zn: 0.10381 -0.12040 -0.96472
C: 3.85773 0.22721 -3.53161
C: 2.53390 0.40703 -3.10164
N: 1.96727 -0.34581 -2.18750
C: 2.67003 -1.37245 -1.63376
C: 4.01606 -1.61350 -1.98726
C: 4.59719 -0.77079 -2.95929
C: 4.71308 -2.69105 -1.39113
C: 4.06062 -3.48972 -0.49958
C: 2.70927 -3.26906 -0.15766
C: 1.97906 -2.23769 -0.70838
N: 0.64402 -1.95168 -0.49767
C: -0.33722 -2.90781 -0.68497
C: -0.41994 -4.15163 -0.09735
C: -1.45098 -5.05989 -0.42203
C: -2.41731 -4.75104 -1.33265
C: -2.38656 -3.48577 -1.96606
C: -3.31567 -3.10091 -2.95689
C: -3.20574 -1.87881 -3.56111
C: -2.17855 -1.01769 -3.14429
N: -1.30782 -1.33605 -2.21490
C: -1.37121 -2.56390 -1.63014
H: 4.26840 0.87319 -4.29437
H: 1.93114 1.20959 -3.51440
H: 5.62700 -0.93763 -3.25089
H: 5.74593 -2.86892 -1.65977
H: 4.58096 -4.31734 -0.03531
H: 2.25115 -3.92800 0.56359
H: 0.30723 -4.44800 0.64286
H: -1.46314 -6.02309 0.07129
H: -3.19955 -5.45363 -1.58768
H: -4.10204 -3.79136 -3.23661
H: -3.88888 -1.56491 -4.33730
H: -2.08782 -0.02757 -3.57901
O: -4.24243 5.51884 0.34324
N: -3.06623 5.76511 0.50855
O: -2.63008 6.83501 0.86481
C: -2.07941 4.68611 0.24188
C: -0.78880 5.07192 0.25877
C: 0.26009 4.14203 -0.01172
C: 1.61967 4.48590 0.06880
C: 2.56224 3.51812 -0.16059
C: 2.13668 2.22952 -0.50059
N: 0.86356 1.89431 -0.61007
C: -0.06828 2.82810 -0.34798
C: -1.45360 2.41302 -0.34696
N: -1.67406 1.10869 -0.60119
C: -2.90250 0.63907 -0.50152
C: -3.98410 1.45020 -0.16099
C: -3.78464 2.78723 0.06624
C: -2.48063 3.31931 -0.02186
H: -0.54986 6.10239 0.48056
H: 1.90434 5.49830 0.32590
H: 3.61951 3.72872 -0.08953
H: 2.85961 1.44671 -0.68943
H: -3.03788 -0.41818 -0.68660
H: -4.97148 1.01895 -0.07862
H: -4.61184 3.42460 0.32310
C: 1.22684 -0.67673 2.31422
C: 1.25146 -0.78475 3.85925
N: 0.05564 -0.16577 4.42589
C: 0.04633 1.24935 4.07304
C: 0.08584 1.41144 2.52917
N: 0.04934 0.09597 1.87115
C: -1.15883 -0.61424 2.32033
C: -1.12740 -0.80892 3.86020
H: 1.17333 -1.65317 1.83797
H: 2.12255 -0.18087 1.92743
H: 2.12689 -0.28935 4.28250
H: 1.28068 -1.82782 4.17809
H: 0.90857 1.72711 4.54119
H: -0.85127 1.70384 4.49617
H: 0.99412 1.92964 2.20931
H: -0.77374 1.99191 2.18277
H: -1.19934 -1.57099 1.79260
H: -2.03024 -0.02717 2.01925
H: -1.09931 -1.86726 4.12354
H: -2.01276 -0.37707 4.32989

---

No. 6
A single C36H31NO3 molecule in a non-equilibrium geometry, computed with ωB97M-V/def2-TZVPD.

- Lowest unoccupied orbital energy: -0.01 eV
- E: -1670.8477 Ha
- Net charge: 0
- HOMO level: -8.3 eV
- SMILES: CCOC(=O)[C@H](N=C(c1ccccc1)c1ccccc1)[C@H](c1ccccc1)c1ccc(Oc2ccccc2)cc1
- Strongest force on any atom: 3.986 eV Å⁻¹

Atoms and positions in Å:
C: 0.43795 2.08894 -4.21112
C: 0.31404 0.59435 -3.98626
O: 0.57749 0.40641 -2.55020
C: 0.68432 -0.87776 -2.17173
O: 0.83475 -1.79987 -2.98265
C: 0.53392 -0.99381 -0.60762
N: 0.95710 -2.27929 -0.34403
C: 1.52930 -2.83132 0.69810
C: 1.74921 -4.30488 0.70444
C: 2.43405 -4.96331 1.74290
C: 2.58420 -6.35151 1.72134
C: 1.96960 -7.11559 0.71430
C: 1.17497 -6.46811 -0.24835
C: 1.09528 -5.06985 -0.27158
C: 1.75319 -2.03847 1.94676
C: 1.05572 -2.46191 3.09616
C: 1.09527 -1.66141 4.23547
C: 1.78383 -0.44091 4.21640
C: 2.51360 -0.04478 3.08537
C: 2.46598 -0.82337 1.92102
C: -0.97614 -0.47245 0.05785
C: -1.96694 -1.17051 -0.82203
C: -2.16420 -2.53646 -0.59824
C: -2.87365 -3.30978 -1.51399
C: -3.45580 -2.71198 -2.64362
C: -3.26540 -1.34359 -2.87263
C: -2.55659 -0.56569 -1.94323
C: -1.23542 0.98622 0.38653
C: -0.34987 1.66442 1.24166
C: -0.63289 2.91491 1.76319
C: -1.80226 3.56875 1.36340
O: -1.97202 4.91952 1.66696
C: -1.05130 5.76852 1.02421
C: -1.12083 5.96048 -0.36141
C: -0.07130 6.61580 -1.00949
C: 1.03485 7.06662 -0.27861
C: 1.06881 6.91291 1.11392
C: 0.00933 6.28600 1.77740
C: -2.70066 2.94834 0.51175
C: -2.41105 1.67441 0.04730
H: 0.13952 2.34734 -5.25246
H: -0.21546 2.64129 -3.48891
H: 1.48967 2.40545 -4.04976
H: -0.70449 0.20839 -4.17608
H: 1.01830 0.02880 -4.61146
H: 1.05220 -0.14830 -0.08759
H: 2.85892 -4.35662 2.54129
H: 3.14711 -6.85901 2.50234
H: 2.06403 -8.20810 0.69124
H: 0.61344 -7.02446 -1.00177
H: 0.52284 -4.52241 -1.02098
H: 0.43196 -3.37531 3.05806
H: 0.55165 -1.96372 5.12647
H: 1.81405 0.19369 5.10372
H: 3.08523 0.89234 3.09048
H: 2.96294 -0.51244 0.99286
H: -0.82879 -1.02798 1.05545
H: -1.65630 -3.03089 0.23445
H: -2.94309 -4.39225 -1.36272
H: -3.97256 -3.33636 -3.38479
H: -3.64916 -0.88243 -3.79157
H: -2.38038 0.48691 -2.17670
H: 0.58379 1.19187 1.55618
H: 0.05123 3.41030 2.44759
H: -2.00059 5.61318 -0.90226
H: -0.10597 6.74594 -2.09461
H: 1.87627 7.54864 -0.78785
H: 1.93019 7.27053 1.69339
H: -0.02451 6.18344 2.86467
H: -3.59083 3.48893 0.20169
H: -3.17165 1.24325 -0.59000